Entry 1:
{
  "formula": "CH3N3O5S2",
  "method": "ωB97M-V/def2-TZVPD",
  "species": ["C", "N", "N", "N", "O", "O", "O", "O", "O", "S", "S", "H", "H", "H"],
  "xyz": [[6.12684, 0.12237, -1.33366], [4.76325, -0.17487, -1.63542], [-0.80353, 0.04127, -0.95856], [0.26287, -1.27118, 1.17656], [6.43253, 1.28410, -1.49501], [6.82783, -0.77882, -0.84018], [4.76382, -1.18774, -3.93634], [-1.66960, -2.09438, -0.00697], [-2.04983, -0.04034, 1.19948], [4.01472, -0.79657, -2.73387], [-1.07011, -0.89235, 0.48117], [-0.17336, -0.29157, -1.64197], [-0.37657, 0.80771, -0.37891], [0.69262, -0.27662, 1.36844]],
  "forces_ev_per_a": [[1.9490, -0.8678, 1.1846], [-1.0423, -0.2773, 0.9662], [-0.7536, 2.2330, 2.9265], [1.0439, 3.2706, 0.3890], [0.0364, 2.2440, -0.7922], [-0.7872, -0.6813, -0.3217], [-0.4466, -0.1497, -0.0504], [-0.7825, -1.6382, -0.6833], [1.4796, 0.0391, -0.4263], [0.4317, -0.2264, -1.0322], [-1.4588, -0.6614, 0.0046], [1.1309, -0.8603, -0.2152], [-0.1662, -0.0748, -1.8940], [-0.6344, -2.3495, -0.0556]],
  "lumo_energy_ev": 5.481,
  "gap_ev": 7.66,
  "homo_energy_ev": -2.18,
  "charge": -2,
  "relative_energy_kcal_mol": 0.0
}

Entry 2:
{
  "formula": "C5H5N",
  "method": "ωB97M-V/def2-TZVPD",
  "species": ["C", "C", "C", "C", "C", "N", "H", "H", "H", "H", "H"],
  "xyz": [[-2.48170, -0.53146, -0.17318], [-1.35855, -0.35399, -0.56811], [0.06756, -0.11763, -0.79517], [0.63872, 0.37615, 0.55059], [2.09436, 0.26939, 0.65017], [3.24378, 0.17066, 0.72850], [-3.48540, -0.70695, 0.14431], [0.56455, -1.04073, -1.11424], [0.23388, 0.62439, -1.58403], [0.34139, 1.41600, 0.71414], [0.18148, -0.21404, 1.35148]],
  "forces_ev_per_a": [[0.3652, 0.0302, -0.3059], [-0.5401, -0.0858, 0.1827], [0.0003, -0.0192, -0.0354], [-0.0149, 0.0264, 0.1146], [1.0182, -0.0545, 0.0185], [-1.0816, 0.0942, -0.1009], [0.1338, 0.0420, -0.0831], [-0.1124, 0.1231, 0.1127], [-0.0507, -0.1208, 0.1464], [0.0650, -0.1214, 0.0122], [0.2171, 0.0860, -0.0618]],
  "lumo_energy_ev": 0.748,
  "gap_ev": 11.38,
  "homo_energy_ev": -10.63,
  "charge": 0,
  "relative_energy_kcal_mol": 47.3,
  "smiles": "C#CCCC#N"
}